185
Properties=species:S:1:pos:R:3:forces:R:3:lowdin_charge:R:1 method="wB97M-V/def2-TZVPD" gap_ev=7.72 total_charge=+1 homo_ev=-10.07
N -5.683610 20.545140 -14.693600 0.3 -0.2 -1.5 0.29
H -5.112580 21.160640 -14.132190 0.7 0.3 0.9 0.05
H -5.890760 21.018050 -15.561670 -0.1 0.0 -0.3 0.13
H -6.540540 20.292170 -14.222680 -1.8 -0.8 1.2 0.06
H -5.169210 19.689540 -14.846710 0.1 -0.2 -0.2 0.13
Cu -7.919680 16.876040 -14.401510 -0.5 0.8 0.5 0.46
C -8.939000 17.917060 -11.832020 -0.3 -1.0 0.9 -0.08
C -8.447350 19.245650 -12.281860 -1.0 0.4 0.1 -0.61
C -7.767290 19.995590 -11.128070 -0.1 1.2 -0.5 -0.05
O -7.765840 19.165940 -13.477550 1.3 -0.6 -0.9 -0.28
H -9.524630 17.387950 -12.583800 0.3 -0.1 -0.6 0.06
H -9.674690 17.983090 -11.030460 0.2 0.3 0.5 0.06
H -8.098300 17.318890 -11.480570 0.0 -0.3 -0.1 0.08
H -9.357480 19.820800 -12.452070 -0.5 0.5 -0.1 0.10
H -6.852300 19.559140 -10.727560 0.1 0.0 -0.2 0.07
H -8.392640 20.329410 -10.300060 -0.6 -1.0 0.3 0.06
H -7.627310 21.007420 -11.508450 1.0 0.1 -0.4 0.06
C -12.362890 18.238870 -11.679990 -0.3 0.4 -1.4 -0.07
O -13.227360 18.523050 -12.823310 1.6 -0.3 -0.3 -0.20
C -12.557340 18.352660 -14.139570 -0.6 -0.6 1.4 -0.17
C -13.596420 18.474590 -15.217570 -1.1 0.3 0.4 -0.21
N -14.872720 17.869390 -14.724080 1.9 1.6 -1.7 -0.04
C -16.005400 18.282020 -15.562540 -1.5 -2.3 1.7 -0.18
C -17.169420 17.521590 -14.833950 -1.3 0.9 -0.4 -0.22
O -17.520470 18.248880 -13.628040 -0.2 -1.1 0.1 -0.21
C -18.155690 17.466740 -12.567140 1.1 0.3 -1.0 -0.08
H -11.763290 19.113010 -11.426060 -0.1 0.3 0.0 0.08
H -11.626160 17.475370 -11.929760 -0.3 -0.3 0.0 0.05
H -12.962320 17.938290 -10.820660 -0.1 0.0 -0.2 0.08
H -12.163270 17.338130 -14.199040 0.4 0.0 0.4 0.10
H -11.788300 19.108510 -14.298820 0.3 -0.1 0.3 0.12
H -13.295850 18.039960 -16.170910 0.2 -0.4 0.1 0.11
H -13.661450 19.540880 -15.434150 -0.6 0.4 -0.1 0.10
H -14.906310 18.278130 -13.801100 -0.9 -0.1 0.3 0.09
H -15.928750 17.857010 -16.563340 0.3 -0.1 0.0 0.11
H -16.264640 19.334090 -15.681060 0.3 0.3 0.4 0.12
H -16.963720 16.457580 -14.717090 0.9 0.1 0.8 0.11
H -18.087020 17.418110 -15.413100 -0.2 0.7 -0.5 0.11
H -18.821100 16.669870 -12.899290 -0.2 0.1 -0.5 0.08
H -18.729770 18.140410 -11.930990 0.3 0.1 -0.1 0.08
H -17.341030 16.968950 -12.041180 -0.1 0.0 0.5 0.08
C -16.452890 17.526490 -6.399330 -0.4 -1.3 -0.6 -0.13
O -15.200720 18.103140 -6.624720 -0.1 0.9 0.7 -0.20
C -14.920860 18.358400 -7.991610 1.2 1.2 1.0 -0.19
C -13.452100 18.934850 -7.998530 -1.4 -1.3 -0.2 -0.19
N -12.559470 17.779330 -7.868450 0.3 1.7 -0.5 -0.06
C -11.203660 18.237920 -8.208870 1.1 -1.4 1.4 -0.21
C -10.441560 18.985320 -7.034400 -0.9 0.8 -1.8 -0.15
O -9.296080 19.779560 -7.434890 0.0 -2.3 -0.3 -0.19
C -8.180760 18.985280 -7.863350 1.2 0.2 0.2 -0.12
H -17.330350 18.102390 -6.693430 0.2 0.6 0.0 0.09
H -16.600320 17.163460 -5.382190 0.5 0.5 0.2 0.09
H -16.503060 16.629230 -7.016190 -0.2 -0.4 -0.2 0.08
H -15.568890 19.116610 -8.431220 -0.5 -0.1 0.1 0.12
H -15.035510 17.390450 -8.479480 0.4 0.2 -0.7 0.11
H -13.243980 19.624250 -7.180280 -0.8 0.2 0.2 0.11
H -13.227630 19.500530 -8.902810 -0.2 -0.3 -0.3 0.11
H -12.615660 17.566320 -6.882770 0.2 -0.6 0.2 0.11
H -11.218950 18.788230 -9.149630 0.1 0.0 0.1 0.09
H -10.716400 17.268810 -8.316150 0.8 0.2 -0.7 0.09
H -10.228870 18.221440 -6.286490 0.3 0.3 0.3 0.12
H -11.138450 19.748510 -6.688020 0.1 -0.2 0.5 0.11
H -7.384260 19.689780 -8.102880 -0.1 0.1 -0.1 0.09
H -8.220980 18.290120 -8.701940 -1.2 0.4 -0.7 0.07
H -7.715860 18.315820 -7.139610 -0.5 0.3 1.0 0.07
C -12.083120 22.655100 -15.277500 -1.0 0.8 0.5 -0.10
O -11.900660 22.752890 -13.855170 0.3 -0.8 -0.6 -0.18
C -10.535200 22.605850 -13.455710 -0.6 -0.4 -0.7 -0.21
C -9.637840 23.635020 -14.063780 2.8 0.2 0.8 -0.25
N -9.586780 24.913630 -13.441030 -1.1 1.8 0.1 -0.06
C -10.846490 25.621610 -13.597760 0.1 1.2 1.9 -0.17
C -10.769030 27.119020 -13.165390 1.1 0.4 -0.4 -0.16
O -9.763590 27.876310 -13.880580 -0.6 -3.1 -1.4 -0.23
C -9.608860 29.187710 -13.516340 -0.2 -0.1 0.6 -0.14
H -12.097000 23.667500 -15.681190 0.5 0.0 -0.3 0.07
H -13.099750 22.323240 -15.488300 0.0 -0.4 0.4 0.08
H -11.402940 22.009580 -15.833170 0.4 0.0 0.3 0.09
H -10.109210 21.676460 -13.833700 -0.3 -0.6 -0.2 0.10
H -10.527460 22.488760 -12.372050 0.1 0.6 0.0 0.13
H -9.675820 23.631150 -15.153110 -0.6 0.1 -0.3 0.12
H -8.604940 23.368040 -13.840270 0.2 -1.2 -0.3 0.11
H -8.816060 25.522830 -13.675470 0.2 -0.3 -0.5 0.10
H -11.404950 25.136580 -12.797150 -1.0 0.3 -0.3 0.12
H -11.356700 25.444120 -14.544490 0.1 0.3 -0.3 0.11
H -10.452170 27.233610 -12.128770 -0.3 -0.5 0.5 0.11
H -11.728500 27.626990 -13.262780 -0.3 -0.1 -0.2 0.12
H -10.593480 29.654460 -13.544010 0.1 0.7 -0.1 0.09
H -8.882940 29.585670 -14.225400 -0.2 0.5 0.3 0.10
H -9.227730 29.179480 -12.495180 0.2 0.7 0.3 0.09
C -0.697140 18.962970 -13.648540 0.4 -0.1 -1.1 -0.13
O -1.598600 19.654690 -12.877480 -0.4 1.3 1.0 -0.22
C -2.774280 18.925140 -12.519170 1.6 1.5 -0.1 -0.18
C -3.702530 19.959740 -11.823460 0.4 -0.3 -0.9 -0.15
N -3.872270 21.158890 -12.688140 -1.0 0.4 0.7 -0.08
C -4.505200 22.282340 -11.926600 -0.3 1.4 -1.6 -0.13
C -4.863620 23.556680 -12.852750 1.6 -1.3 1.1 -0.20
O -5.531760 23.126750 -14.004200 -1.1 0.9 -0.4 -0.23
C -5.951530 24.266990 -14.759940 0.2 0.0 -0.8 -0.09
H 0.061000 19.656300 -14.012710 0.3 0.0 0.6 0.10
H -1.157520 18.655640 -14.587530 -0.3 -0.6 -0.2 0.08
H -0.270060 18.103310 -13.132120 0.2 -0.1 0.0 0.10
H -2.398410 18.117210 -11.891410 -0.7 -0.3 0.4 0.13
H -3.062730 18.526350 -13.491730 -1.2 -0.3 0.1 0.11
H -3.301490 20.333670 -10.881420 0.4 -0.6 0.3 0.12
H -4.636430 19.438260 -11.613730 -0.3 0.4 -0.1 0.10
H -2.951380 21.443170 -12.990210 0.2 0.0 0.0 0.11
H -3.888080 22.670980 -11.116530 0.2 -0.1 0.1 0.12
H -5.452390 21.977920 -11.481350 0.0 -0.4 -0.1 0.10
H -4.003980 24.128620 -13.202040 0.7 -0.3 0.2 0.12
H -5.371580 24.306100 -12.245760 -0.8 -0.3 0.1 0.12
H -5.124820 24.841460 -15.177830 0.6 0.0 0.5 0.09
H -6.561170 24.963540 -14.184400 -0.2 -0.2 0.1 0.08
H -6.447360 23.971280 -15.684500 -0.5 -0.5 0.4 0.09
C -6.569480 18.239030 -4.629460 1.4 0.0 -0.4 -0.12
O -7.199430 19.440590 -4.843240 -2.0 0.1 -1.5 -0.20
C -6.810640 20.526790 -4.114700 2.1 0.1 1.0 -0.27
C -7.324620 21.799240 -4.625060 -1.5 1.5 -1.7 -0.20
N -7.382760 21.872830 -6.113780 0.0 -0.5 0.6 -0.04
C -8.130540 23.033440 -6.568920 -0.4 0.6 -0.4 -0.20
C -8.239080 23.154760 -8.103180 -0.1 -0.8 0.3 -0.23
O -8.539530 24.459410 -8.549900 0.5 1.1 0.7 -0.18
C -9.114780 24.541160 -9.828260 -0.3 -1.2 -0.5 -0.12
H -5.696340 18.215540 -5.281520 0.4 -0.3 -0.2 0.09
H -7.223600 17.435640 -4.968240 -0.1 -0.1 0.6 0.09
H -6.145190 18.182250 -3.627030 -0.5 -0.5 0.3 0.09
H -5.734110 20.695090 -4.144000 0.6 -0.9 0.4 0.13
H -7.189230 20.405420 -3.099800 0.5 0.1 0.5 0.13
H -6.704180 22.651290 -4.347270 0.0 -0.2 0.6 0.13
H -8.288390 21.874280 -4.121450 -0.7 0.8 -0.5 0.12
H -7.851550 21.026970 -6.405090 -0.2 -0.1 -0.2 0.06
H -7.595910 23.909750 -6.202370 -0.2 0.2 0.1 0.12
H -9.158720 23.033710 -6.207030 -0.1 0.2 0.5 0.12
H -9.038590 22.509770 -8.467700 0.0 -0.5 0.0 0.11
H -7.281690 22.753960 -8.436160 0.3 0.2 -0.8 0.11
H -10.130790 24.146430 -9.832150 -0.3 -0.2 0.2 0.08
H -8.559600 23.908040 -10.520390 0.2 0.0 -0.3 0.07
H -9.211390 25.526180 -10.284880 0.6 0.3 0.7 0.08
C -9.903680 18.266450 -16.554950 -0.2 -0.4 1.2 -0.05
O -10.037010 17.176660 -15.605500 0.9 1.1 0.7 -0.25
C -10.455690 15.921040 -16.048170 -1.2 0.9 -1.1 -0.24
C -10.353180 14.843790 -14.997710 -0.5 1.3 -2.9 -0.19
N -8.946810 14.715940 -14.743700 0.1 0.2 2.0 -0.05
C -8.791270 14.276500 -13.350180 0.9 0.5 0.6 -0.17
C -7.344500 14.447000 -12.902390 1.8 -1.6 -0.1 -0.15
O -6.755210 15.764400 -12.910260 -1.9 -0.1 -1.4 -0.26
C -5.423630 15.966240 -12.507920 -0.2 0.8 0.8 -0.07
H -9.296600 18.054750 -17.435140 0.1 -0.5 0.0 0.09
H -9.399410 19.009320 -15.936930 -0.1 0.3 -0.3 0.08
H -10.879840 18.630920 -16.874910 -0.1 -0.1 0.0 0.08
H -9.857770 15.753740 -16.944060 -0.1 -0.9 -0.2 0.13
H -11.513020 15.966070 -16.309140 -0.3 0.2 -0.5 0.13
H -10.740570 14.017700 -15.594050 -0.2 -0.7 0.6 0.14
H -11.051640 15.094310 -14.199280 0.6 -0.2 0.4 0.13
H -8.629880 13.993830 -15.374750 0.5 0.0 0.1 0.14
H -9.128680 13.247400 -13.226900 0.5 -0.3 0.2 0.14
H -9.480380 14.805120 -12.691540 0.1 0.5 -0.2 0.09
H -6.736270 13.860830 -13.591270 0.1 -0.2 -0.6 0.12
H -7.109760 13.909530 -11.983630 -0.5 0.5 0.7 0.12
H -5.267630 17.033690 -12.663840 -0.2 0.2 0.5 0.07
H -4.574860 15.561690 -13.059310 -0.5 -1.1 -0.3 0.10
H -5.425710 15.715280 -11.447210 0.8 0.0 0.1 0.10
C -7.427990 14.749760 -8.861630 0.9 -0.8 -0.8 -0.06
O -7.105500 13.432950 -9.448600 -0.5 3.0 -0.1 -0.23
C -7.096580 12.379240 -8.521280 0.5 -0.1 -1.1 -0.23
C -8.496990 12.076470 -8.047890 0.9 0.2 0.1 -0.22
N -9.314090 11.836330 -9.214040 -0.1 -0.4 -0.5 -0.05
C -10.709730 11.903550 -8.907580 -1.1 0.2 -0.2 -0.23
C -11.602450 12.297480 -10.118350 1.9 0.3 1.2 -0.13
O -10.951790 13.405090 -10.816740 0.6 -2.5 -0.5 -0.21
C -11.323070 14.683660 -10.525010 -2.0 1.4 0.1 -0.14
H -7.158740 15.511190 -9.593640 -0.6 -0.2 -0.6 0.06
H -6.756690 15.057610 -8.059950 0.0 -0.7 0.6 0.09
H -8.465440 14.840730 -8.539870 0.0 -0.1 -0.1 0.08
H -6.300900 12.645640 -7.825550 -0.4 -0.5 0.8 0.13
H -6.769010 11.562950 -9.165070 0.2 -0.4 0.4 0.13
H -8.847050 12.949930 -7.497780 -0.3 0.1 0.5 0.10
H -8.431780 11.222570 -7.373570 -0.4 -0.1 0.0 0.13
H -9.217000 12.607300 -9.859240 0.8 0.1 -0.2 0.09
H -10.810020 12.661950 -8.131130 -0.7 0.0 0.5 0.11
H -11.115450 10.941390 -8.594940 0.1 0.0 0.5 0.12
H -12.576930 12.511350 -9.679320 -0.2 0.4 -0.5 0.12
H -11.639170 11.389300 -10.719980 -0.1 0.6 -0.7 0.12
H -10.846340 15.440410 -11.148040 0.6 -0.4 -0.2 0.06
H -11.224230 15.026940 -9.495210 0.2 -0.3 0.4 0.09
H -12.375220 14.768330 -10.796860 -0.4 0.4 0.3 0.10